Record 1
A 24-piece molecular cluster, C9H66N2O23 overall in a non-equilibrium geometry, computed with ωB97M-V/def2-TZVPD.

CARTESIAN COORDINATES (ANGSTROEM)
O (-2.6520, -2.2522, 3.3131)
O (1.2797, -2.6964, -2.6525)
O (1.8873, -2.8774, 3.7130)
O (-0.8985, -5.3347, -0.1042)
O (0.5660, -0.0298, 4.9950)
O (-4.5494, -3.9712, 1.0302)
O (3.6767, 3.5880, 0.3177)
O (-3.5140, 0.1091, -4.3741)
O (4.5761, -2.7443, 2.5291)
O (4.9544, -1.5847, -0.1765)
O (1.7567, 5.4251, -0.8537)
O (-1.4799, 4.1037, 4.1042)
O (-3.4169, 3.6625, 0.6694)
O (-5.5985, -0.5758, -1.1226)
O (1.1392, 4.5147, 2.8781)
O (-3.9903, 1.8614, -1.8941)
O (2.0479, 0.1382, -4.1428)
O (3.9291, 0.0365, -2.3244)
O (-0.1018, -1.9847, 1.5474)
O (1.3416, 4.5441, -3.5805)
O (-0.7084, 1.7001, -4.7250)
O (-5.6538, -1.3588, 1.6317)
O (6.2086, 0.5950, 1.5318)
N (-0.0683, -1.0749, 0.4703)
N (1.4569, -3.9801, -0.0492)
C (-2.4120, -0.2679, 0.5823)
C (2.1382, -0.0711, 1.0977)
C (0.7992, 1.0422, -0.6487)
C (-1.8029, -2.3770, -0.7537)
C (0.6666, 0.2129, 0.6813)
C (-1.3058, -0.9629, -0.2955)
C (-1.1421, -0.1533, -1.5621)
C (0.0678, 1.0691, 1.8545)
C (-0.5426, 1.2172, -1.4098)
H (4.2967, 4.2913, 0.1248)
H (2.2920, 4.4715, -3.6681)
H (-3.7434, 4.2092, 1.3840)
H (-1.1887, 1.9295, -0.8967)
H (2.1793, 4.6344, -0.5184)
H (2.7503, -2.6514, 3.3660)
H (2.7534, -0.4988, 0.3061)
H (-3.2880, -2.2816, 2.5983)
H (4.1032, -3.3272, 1.9351)
H (-3.2823, 0.5322, -3.5474)
H (4.9069, -2.0446, 1.9659)
H (1.3211, -0.3967, -4.4619)
H (-3.3596, -0.8031, 0.5218)
H (-2.6134, -2.1820, -1.4558)
H (2.5976, 0.8051, 1.5552)
H (5.5078, 0.3930, 0.9119)
H (1.2703, -2.4520, 3.1175)
H (1.5732, 3.8396, 3.3997)
H (1.7667, -3.6268, -0.9432)
H (2.2936, -0.8037, 1.8897)
H (-2.5196, 3.9640, 0.5273)
H (2.4468, 6.0884, -0.8445)
H (0.0686, -0.2213, 4.2000)
H (1.1624, -3.1854, 0.5002)
H (1.6293, 0.7818, -1.3055)
H (-0.9858, -2.9266, -1.2211)
H (0.6918, -2.0709, -2.2291)
H (-3.4453, 1.5245, -1.1830)
H (-1.3501, 2.3451, -4.4276)
H (0.5580, -4.4360, -0.1146)
H (1.6660, 5.3016, 3.0179)
H (5.1670, -2.4395, -0.5511)
H (-0.7856, 4.0320, 3.4492)
H (4.5362, -1.1063, -0.8924)
H (3.8197, 0.9851, -2.2573)
H (2.2163, 0.7608, -4.8502)
H (-2.1870, -0.2256, 1.6480)
H (-2.1515, 0.0357, -1.9275)
H (-0.2522, 1.5462, -2.4076)
H (2.1231, -4.5870, 0.4067)
H (-1.0514, 4.4932, 4.8664)
H (0.9721, 2.0499, -0.2710)
H (-0.3364, 1.3422, -3.9189)
H (-0.4822, -0.7218, -2.2174)
H (3.3420, -0.2231, -3.0345)
H (1.1607, -2.5413, -3.5895)
H (-5.7824, -0.3371, -2.0311)
H (-3.8622, -4.5694, 1.3237)
H (-5.6119, 0.2556, -0.6485)
H (-0.1675, 0.6823, 2.8460)
H (-4.3955, -0.2345, -4.2290)
H (-0.8544, 1.4505, 1.4161)
H (-5.6699, -2.3137, 1.5674)
H (-2.6349, 0.7087, 0.1524)
H (-1.8005, -2.2347, 2.8761)
H (1.1452, 4.1249, -2.7427)
H (7.0033, 0.6118, 0.9985)
H (-5.5843, -1.0584, 0.7255)
H (0.7598, 1.8914, 2.0367)
H (-4.6163, 2.4424, -1.4621)
H (-2.2001, -3.0164, 0.0347)
H (-1.3035, -5.7331, -0.8746)
H (-4.8744, -4.3592, 0.2178)
H (3.9618, 3.2420, 1.1634)
H (-1.6365, -5.0603, 0.4401)
H (1.3194, -0.6188, 4.9545)

Force components x, y, z for each atom (eV/Å):
0.1 -0.1 0.2
0.2 -0.2 0.4
-0.3 -0.2 0.1
0.1 -0.1 0.0
0.0 0.4 0.1
0.2 0.1 -0.1
-0.2 -0.2 -0.3
0.3 -0.3 -0.2
-0.3 -0.2 0.5
-0.1 -0.4 0.6
-0.4 0.0 -0.1
-0.5 -0.2 -0.1
-0.1 -0.4 -0.3
0.1 -0.4 0.1
-0.1 -0.3 -0.2
0.1 -0.3 -0.5
-0.3 -0.2 0.1
0.7 -0.2 0.9
0.4 2.8 -3.8
-0.2 -0.3 -0.5
0.2 -0.3 -0.3
0.2 0.4 0.5
-0.2 0.3 0.4
0.0 -1.4 3.2
0.1 0.5 0.2
-0.2 -0.6 -0.3
0.2 -1.0 0.4
-1.8 1.1 1.2
0.3 0.8 0.5
2.5 -0.4 1.1
-1.9 -1.1 0.7
-0.1 0.6 0.2
-0.7 0.5 -1.5
1.9 -0.9 0.5
0.3 0.2 -0.1
0.2 0.1 0.0
-0.1 0.1 0.3
0.0 0.0 -0.3
0.2 -0.3 0.5
0.8 0.2 0.1
-0.1 0.5 -0.3
-0.5 0.2 -0.2
0.1 -0.2 -0.2
-0.2 0.4 0.2
0.2 0.4 -0.3
-0.2 0.0 -0.3
0.1 -0.3 -0.2
0.1 -0.2 -0.1
0.0 0.3 -0.6
-0.1 -0.2 -0.2
-0.4 0.2 -0.2
0.1 -0.2 0.3
0.2 -0.1 -0.7
-0.7 -0.2 0.3
0.2 0.2 0.0
0.0 0.3 -0.1
-0.2 -0.3 0.2
0.4 0.9 1.1
-0.1 -0.5 0.2
-0.1 0.0 -0.3
-0.2 0.3 0.1
0.0 0.1 0.3
-0.2 0.3 -0.1
-0.9 -1.2 -0.6
0.0 0.3 0.0
0.3 -0.2 -0.1
0.3 0.2 -0.1
-0.2 0.6 -0.8
0.1 0.3 0.1
0.0 0.4 -0.3
0.1 0.2 -0.2
0.1 -1.0 -0.6
-0.4 0.6 0.5
0.2 0.0 0.2
0.1 0.1 0.2
0.7 0.1 0.0
0.1 0.0 -0.2
-0.5 0.0 -0.7
-0.4 -0.1 -0.4
0.1 -0.2 -0.3
-0.1 0.1 -0.2
0.0 -0.2 0.4
-0.1 0.4 -0.1
0.2 -0.6 -0.7
-0.2 0.0 0.0
0.0 0.6 0.6
0.0 -0.3 0.0
0.3 0.2 0.7
0.4 0.0 -0.1
0.0 0.3 0.3
0.2 0.0 -0.1
-0.2 -0.3 -0.2
-0.1 0.1 -0.2
-0.1 0.5 0.2
0.0 0.5 0.2
0.0 -0.2 -0.4
-0.3 -0.1 -0.3
0.1 -0.2 0.3
-0.1 0.1 0.3
0.2 -0.4 0.1

Calculated values
**Charge**: +1
**F_max**: 0.0919 hartree/bohr
**2S+1**: 2
**HOMO energy (alpha / beta)**: -12.9 / -12.9 eV
**⟨S²⟩**: 0.76
**Energy**: -2222.189332 hartree

---

Record 2
A 10-piece molecular cluster, C5H31NO11 overall in a non-equilibrium geometry, computed with ωB97M-V/def2-TZVPD.

CARTESIAN COORDINATES (ANGSTROEM)
O (2.0456, -0.1178, -3.1078)
O (-2.5171, -0.3652, 1.5987)
O (2.3911, 1.5332, -0.6923)
O (-0.4465, -0.9012, -2.9066)
O (0.3188, -2.5029, 1.9465)
O (-0.8635, -2.8803, -1.3056)
O (0.4814, 4.0837, 0.0192)
O (-3.6464, -1.5025, -0.6758)
O (4.2595, -0.9758, -2.0095)
O (-3.2444, 2.7030, 0.3377)
O (-4.0201, 1.3173, 2.8077)
N (0.3477, -0.1635, 0.1369)
C (2.0103, -0.9532, 1.9646)
C (0.8477, -1.4442, 2.7478)
C (-0.4083, 1.0168, -0.3877)
C (2.7134, 0.5901, 0.3135)
C (1.4238, 0.2387, 1.0462)
H (2.4422, -0.2350, -3.9281)
H (-3.9062, 2.0510, 0.2530)
H (-1.7380, -3.0924, -1.6552)
H (1.1404, 1.1306, 1.7455)
H (-0.0667, 1.0961, -1.4865)
H (1.2583, 4.4792, -0.1526)
H (3.4305, -0.6451, -2.3972)
H (-3.3097, -0.8261, -0.0606)
H (2.1546, 1.0591, -1.5225)
H (-0.5787, -3.6845, -0.8184)
H (-1.4947, 0.7311, -0.4400)
H (-1.6547, -0.0246, 1.3343)
H (2.9216, -0.6396, 2.7372)
H (0.0927, -0.6868, 3.0379)
H (-3.4756, 3.3298, -0.2774)
H (-0.1591, 2.0070, 0.1570)
H (-0.8900, -1.4856, -2.1770)
H (1.1284, -0.3401, -3.0333)
H (0.6122, 3.0874, -0.0651)
H (-0.1980, -2.0498, 1.2471)
H (-3.4447, 1.9778, 2.5146)
H (-3.4567, 0.5592, 2.4386)
H (0.6291, -0.8365, -0.5757)
H (3.1944, -0.3967, -0.0551)
H (4.3521, -0.4003, -1.1794)
H (2.3928, -1.6762, 1.2230)
H (0.8300, -1.9219, 3.6862)
H (-0.4255, -1.2723, -3.7618)
H (-4.2825, -1.0967, -1.3220)
H (-2.4736, -1.2548, 1.8803)
H (3.2821, 1.3808, 0.8198)

Force components x, y, z for each atom (eV/Å):
0.7 1.3 2.4
-0.2 1.2 -1.0
-0.4 -0.6 -2.9
-1.0 0.6 2.9
-2.0 0.2 -0.9
-0.1 -1.3 0.6
-4.3 -3.8 0.9
-0.7 0.3 -1.2
0.6 1.1 1.9
1.9 -1.2 2.1
-0.2 -2.7 0.0
-0.4 1.0 1.9
1.0 2.3 1.6
-1.5 -1.3 -0.3
0.7 -0.4 -2.2
-0.6 1.5 -0.6
2.7 -0.3 1.9
0.5 -0.3 -2.4
-1.3 -1.3 0.2
-0.2 -0.1 0.3
0.0 -1.7 -1.5
-0.9 0.6 1.6
4.4 1.9 -1.0
0.2 -0.2 0.3
-0.4 0.0 -0.2
0.2 0.6 0.5
-0.1 0.8 -0.4
0.9 0.9 0.3
0.4 -0.5 0.1
-2.2 -0.3 -2.4
0.2 0.3 -1.1
-0.6 2.6 -2.2
-1.3 -2.7 -0.6
1.5 1.0 -2.3
-1.5 -0.7 -0.3
0.6 2.6 -0.2
0.5 -0.4 0.2
1.0 2.5 -0.5
-1.5 1.0 1.0
0.1 0.5 0.2
-0.5 1.9 0.7
0.2 -1.3 -2.2
-0.2 -0.2 1.0
1.8 -0.6 1.5
-0.5 -1.2 -1.2
1.0 -0.4 1.2
0.6 -1.6 0.5
0.9 -1.7 1.4

Calculated values
**Energy relative to the best compared isomer or geometry (same formula, charge and spin)**: 142.16 kcal per mole
**SMILES string**: CN[C@H](CO)CCO.O.O.O.O.O.O.O.O.O
**F_max**: 0.1130 hartree/bohr
**HOMO energy**: -9.0 eV
**Energy**: -1091.343116 hartree

---

Record 3
A 5-piece molecular cluster, C5H15N5O10 overall in a non-equilibrium geometry, computed with ωB97M-V/def2-TZVPD.

CARTESIAN COORDINATES (ANGSTROEM)
O (-13.5875, 11.2876, -26.7565)
O (-15.7018, 11.7932, -22.3708)
O (-13.3019, 13.4106, -20.9685)
O (-13.1606, 13.0865, -27.7120)
O (-13.8566, 14.7074, -19.4000)
O (-11.3000, 10.9940, -19.7627)
O (-17.4452, 10.7159, -23.2070)
O (-17.9196, 9.8092, -26.1730)
O (-17.9321, 8.1746, -27.6791)
O (-12.0088, 9.1887, -18.9190)
N (-18.0915, 8.6366, -26.5438)
N (-11.6695, 9.8786, -19.8609)
N (-12.8017, 12.0214, -27.2894)
N (-13.8980, 13.6162, -19.9608)
N (-16.2445, 10.8840, -23.0667)
C (-18.7493, 7.7409, -25.5438)
C (-14.4798, 12.5100, -19.1377)
C (-15.3969, 10.0777, -23.9533)
C (-11.3658, 11.6832, -27.4964)
C (-11.8606, 9.3157, -21.2160)
H (-16.0365, 9.3061, -24.3818)
H (-11.0533, 11.3156, -26.5190)
H (-12.8538, 9.5370, -21.6067)
H (-13.7026, 12.0280, -18.5445)
H (-11.3623, 10.9885, -28.3363)
H (-14.6675, 9.6530, -23.2636)
H (-14.9298, 10.6302, -24.7686)
H (-11.1321, 9.7183, -21.9198)
H (-19.0116, 6.8398, -26.0982)
H (-15.1432, 13.0245, -18.4425)
H (-19.6117, 8.1840, -25.0457)
H (-15.0710, 11.8188, -19.7384)
H (-10.7074, 12.4895, -27.8197)
H (-17.8528, 7.5692, -24.9481)
H (-11.8308, 8.2294, -21.1316)

Force components x, y, z for each atom (eV/Å):
0.3 -2.0 1.0
-0.9 -2.0 -0.7
-0.7 0.9 0.4
0.2 1.4 -0.7
-0.2 2.7 0.9
1.0 3.0 0.0
1.3 0.4 1.1
0.5 -1.8 -0.9
0.5 1.1 1.8
0.0 -0.2 -0.1
-2.0 1.3 -1.4
-1.6 -2.3 0.1
-0.2 1.9 -0.9
1.5 -4.7 -1.5
-1.0 2.3 -0.7
1.2 -0.6 -0.7
-1.2 0.6 0.9
0.4 -1.1 0.4
0.2 -0.7 0.2
0.1 -0.9 -0.8
0.2 0.2 0.2
0.3 -0.5 -0.5
-0.1 0.4 0.5
0.5 0.2 -0.4
0.1 -0.6 0.5
0.3 -0.1 -0.4
-0.1 0.4 0.4
0.1 0.0 0.4
0.0 0.1 0.3
-0.2 -0.1 0.2
0.5 0.3 -0.1
0.3 0.3 -0.6
-0.8 0.5 0.3
-0.7 -0.5 0.9
0.3 0.2 0.0

Calculated values
**Energy relative to the best compared isomer or geometry (same formula, charge and spin)**: 23.54 kcal per mole
**Charge**: +1
**F_max**: 0.1000 hartree/bohr
**2S+1**: 2
**HOMO energy (alpha / beta)**: -13.1 / -13.1 eV
**⟨S²⟩**: 0.76
**Energy**: -1224.773944 hartree

---

Q: F_max of number 3 (C5H15N5O10)?
A: 0.1000 hartree/bohr

---

Q: Which value of energy does entry 1 give?
A: -2222.189332 hartree

---

Q: What is the formula in the second record?
A: C5H31NO11

---

Q: The lowest energy belongs to which entry?
A: C9H66N2O23